Entry from OMol25: C24H17N5O2Sc as an isolated structure (ωB97M-V/def2-TZVPD).

Positions of all 49 atoms, in Å:
Sc (0.02, 0.31, 0.21)
O (-4.05, -0.59, -0.94)
C (-2.84, -0.44, -0.77)
N (-2.17, 0.16, 0.21)
C (-2.79, 0.89, 1.25)
C (-4.07, 0.66, 1.72)
C (-4.58, 1.43, 2.77)
C (-3.81, 2.43, 3.33)
C (-2.53, 2.68, 2.87)
C (-2.00, 1.92, 1.83)
N (-0.71, 2.06, 1.29)
C (-0.01, 3.20, 1.33)
O (-0.24, 4.26, 1.92)
C (1.24, 3.15, 0.45)
C (2.14, 4.21, 0.49)
C (3.27, 4.15, -0.32)
C (3.47, 3.03, -1.12)
C (2.53, 2.02, -1.08)
N (1.44, 2.09, -0.33)
C (-1.91, -1.02, -1.84)
C (-2.42, -1.82, -2.85)
C (-1.54, -2.38, -3.76)
C (-0.18, -2.15, -3.64)
C (0.25, -1.33, -2.61)
N (-0.60, -0.76, -1.76)
H (-4.67, -0.11, 1.26)
H (-5.58, 1.24, 3.13)
H (-4.21, 3.03, 4.14)
H (-1.92, 3.47, 3.29)
H (1.93, 5.04, 1.14)
H (3.98, 4.96, -0.31)
H (4.35, 2.94, -1.75)
H (2.66, 1.11, -1.66)
H (-3.49, -1.99, -2.88)
H (-1.91, -3.02, -4.55)
H (0.54, -2.60, -4.30)
H (1.31, -1.14, -2.43)
N (1.29, -0.91, 0.89)
C (1.84, -2.14, 0.75)
C (1.08, -3.28, 0.37)
C (1.65, -4.52, 0.13)
C (3.02, -4.72, 0.27)
C (3.79, -3.63, 0.68)
C (3.23, -2.39, 0.92)
H (0.00, -3.17, 0.27)
H (1.01, -5.34, -0.17)
H (3.47, -5.68, 0.08)
H (4.86, -3.75, 0.81)
H (3.85, -1.57, 1.24)

Output
Relative energy (zero: lowest compared OMol25 entry of this formula, charge and spin) (kcal/mol): 0.00
Electronic energy (eV): -57415.6542
Net charge: -1
Largest force on an atom (eV/Å): 0.65
HOMO-LUMO gap (eV): 5.873
HOMO (eV): -3.334

***

Entry from OMol25: C24H18AsF6MoN4O2S4 as an isolated structure in a non-equilibrium geometry (ωB97M-V/def2-TZVPD).

Positions of all 60 atoms, in Å:
Mo (-1.05, 3.67, 0.69)
C (-5.84, -2.86, 0.11)
C (-4.85, -1.81, 0.53)
C (-4.55, -0.73, -0.31)
C (-3.65, 0.24, 0.08)
C (-3.04, 0.13, 1.33)
C (-3.32, -0.94, 2.19)
C (-4.23, -1.89, 1.78)
S (-1.95, 1.33, 1.86)
O (-1.35, 0.97, 3.10)
O (-2.57, 2.70, 1.77)
N (-0.86, 1.68, 0.71)
C (0.27, 0.98, 0.29)
C (0.42, -0.33, 0.08)
C (1.74, -0.84, -0.40)
C (2.82, 0.13, -0.56)
C (2.60, 1.49, -0.48)
C (3.59, 2.47, -0.76)
C (3.26, 3.79, -0.60)
C (1.97, 4.12, -0.18)
N (1.01, 3.22, 0.09)
C (1.33, 1.92, -0.05)
H (-6.29, -2.62, -0.85)
H (-6.63, -2.96, 0.85)
H (-5.35, -3.83, 0.03)
H (-5.04, -0.65, -1.27)
H (-3.44, 1.08, -0.57)
H (-2.85, -0.99, 3.16)
H (-4.47, -2.72, 2.44)
H (-0.36, -1.04, 0.28)
H (2.04, -1.70, 0.19)
H (3.80, -0.26, -0.82)
H (4.58, 2.17, -1.09)
H (3.97, 4.59, -0.79)
H (1.68, 5.16, -0.06)
S (3.67, -3.88, -4.03)
C (2.83, -2.66, -3.41)
S (2.10, -1.35, -4.32)
C (1.41, -0.60, -2.93)
N (1.75, -1.34, -1.81)
N (2.52, -2.47, -2.08)
C (2.78, -3.44, -1.05)
C (4.00, -3.43, -0.39)
C (4.24, -4.39, 0.58)
C (3.29, -5.36, 0.85)
C (2.08, -5.37, 0.17)
C (1.82, -4.41, -0.80)
S (0.47, 0.74, -2.98)
H (4.75, -2.70, -0.65)
H (5.19, -4.40, 1.10)
H (3.49, -6.12, 1.59)
H (1.35, -6.15, 0.37)
H (0.89, -4.42, -1.36)
F (-0.48, 5.40, 0.11)
As (-1.87, 6.80, 1.33)
F (-0.53, 7.81, 1.28)
F (-1.10, 5.87, 2.56)
F (-2.98, 7.63, 2.24)
F (-2.75, 5.28, 1.06)
F (-2.34, 7.26, -0.21)

Output
Electronic energy (eV): -157559.2476
Net charge: +2
Spin multiplicity: 2
Largest force on an atom (eV/Å): 1.04
Expectation value of S²: 0.76
HOMO-LUMO gap (spin up / spin down) (eV): 4.844 / 4.875
HOMO (spin up / spin down) (eV): -13.818 / -13.821

***

Entry from OMol25: C24H18Cl2CrIN7O2Se2 as an isolated structure (ωB97M-V/def2-TZVPD).

Positions of all 57 atoms, in Å:
Cr (0.02, -0.13, -0.13)
Cl (-1.92, 3.74, -6.03)
C (-1.72, 2.89, -4.53)
C (-2.87, 2.45, -3.84)
C (-2.75, 1.78, -2.65)
Cl (-4.16, 1.24, -1.82)
C (-1.48, 1.50, -2.08)
O (-1.42, 0.88, -0.94)
C (-0.35, 1.95, -2.80)
C (0.98, 1.74, -2.30)
O (1.29, 1.11, -1.29)
C (-0.48, 2.65, -4.02)
H (-3.85, 2.65, -4.26)
H (1.79, 2.22, -2.87)
H (0.40, 2.99, -4.54)
N (-0.65, 3.34, 2.07)
C (-0.39, 2.58, 1.01)
N (-0.15, 1.34, 1.42)
C (-0.29, 1.42, 2.79)
N (-0.59, 2.62, 3.20)
C (-0.19, 0.31, 3.76)
C (-0.94, 0.39, 4.94)
N (-0.88, -0.55, 5.86)
C (-0.08, -1.59, 5.61)
C (0.66, -1.66, 4.44)
N (0.61, -0.71, 3.51)
H (-0.88, 4.32, 2.10)
H (-0.41, 2.94, 0.00)
H (-1.59, 1.23, 5.12)
H (-0.03, -2.37, 6.35)
H (1.31, -2.51, 4.25)
Se (2.36, -2.45, -2.02)
Se (1.70, -3.39, -0.01)
C (2.35, -1.93, 1.05)
C (3.36, -2.17, 1.96)
C (3.99, -1.10, 2.57)
C (3.62, 0.18, 2.19)
C (2.59, 0.33, 1.30)
N (1.91, -0.70, 0.76)
C (0.60, -2.08, -2.67)
C (0.27, -2.60, -3.92)
C (-1.04, -2.52, -4.36)
C (-1.99, -2.00, -3.50)
C (-1.58, -1.49, -2.28)
N (-0.29, -1.46, -1.89)
H (3.68, -3.19, 2.14)
H (4.79, -1.26, 3.28)
H (4.12, 1.05, 2.59)
H (2.27, 1.32, 0.99)
H (1.03, -3.09, -4.51)
H (-1.31, -2.91, -5.33)
H (-3.04, -1.97, -3.75)
H (-2.29, -1.06, -1.60)
I (-2.99, -0.72, 1.67)
C (-1.13, -1.45, 0.92)
H (-1.41, -2.30, 0.30)
H (-0.59, -1.82, 1.79)

Output
Relative energy (zero: lowest compared OMol25 entry of this formula, charge and spin) (kcal/mol): 5.08
Electronic energy (eV): -231961.9116
Net charge: +1
Spin multiplicity: 4
Largest force on an atom (eV/Å): 0.15
Expectation value of S²: 3.81
HOMO-LUMO gap (spin up / spin down) (eV): 7.563 / 7.332
HOMO (spin up / spin down) (eV): -10.954 / -10.842

***

Entry from OMol25: C24H18I2N6RuSe as an isolated structure (ωB97M-V/def2-TZVPD).

Positions of all 52 atoms, in Å:
Ru (-0.87, 0.02, -0.83)
C (3.71, 2.03, 1.37)
C (3.45, 0.75, 1.85)
C (2.18, 0.20, 1.73)
C (1.16, 0.95, 1.15)
C (1.41, 2.24, 0.68)
C (2.68, 2.77, 0.79)
N (-0.12, 0.39, 0.95)
C (-0.88, -0.10, 1.97)
C (-0.55, -0.16, 3.34)
C (-1.48, -0.62, 4.23)
C (-2.77, -1.02, 3.83)
C (-3.14, -0.93, 2.51)
C (-2.18, -0.49, 1.58)
N (-2.41, -0.26, 0.24)
N (-3.63, -0.10, -0.23)
C (-3.56, 0.64, -1.35)
C (-4.72, 0.92, -2.12)
C (-4.61, 1.73, -3.20)
C (-3.36, 2.29, -3.54)
C (-2.28, 1.99, -2.77)
N (-2.35, 1.17, -1.69)
H (4.70, 2.45, 1.46)
H (4.24, 0.16, 2.29)
H (1.98, -0.81, 2.06)
H (0.60, 2.80, 0.24)
H (2.88, 3.77, 0.43)
H (0.43, 0.15, 3.67)
H (-1.22, -0.68, 5.28)
H (-3.48, -1.38, 4.56)
H (-4.12, -1.20, 2.16)
H (-5.65, 0.46, -1.82)
H (-5.48, 1.95, -3.81)
H (-3.25, 2.94, -4.40)
H (-1.29, 2.38, -2.99)
I (-0.81, -1.65, -3.39)
I (-2.02, -1.30, -5.79)
Se (-0.38, -3.27, -0.32)
C (0.26, -3.22, 1.43)
N (0.65, -3.21, 2.51)
N (0.30, -1.70, -0.95)
C (1.69, -1.53, -1.04)
C (2.11, -0.35, -1.65)
C (3.46, -0.04, -1.76)
C (4.41, -0.94, -1.29)
C (4.00, -2.13, -0.70)
C (2.65, -2.43, -0.58)
H (1.38, 0.34, -2.07)
H (3.76, 0.89, -2.22)
H (5.46, -0.71, -1.37)
H (4.73, -2.83, -0.34)
H (2.35, -3.36, -0.11)

Output
Relative energy (zero: lowest compared OMol25 entry of this formula, charge and spin) (kcal/mol): 0.00
Electronic energy (eV): -118249.0937
Net charge: 0
Largest force on an atom (eV/Å): 0.57
HOMO-LUMO gap (eV): 5.806
HOMO (eV): -7.288

***

Entry from OMol25: C24H18N7O2S4Tb as an isolated structure in a non-equilibrium geometry (ωB97M-V/def2-TZVPD).

Positions of all 56 atoms, in Å:
Tb (-0.78, 0.11, -0.52)
S (-1.41, 0.81, -3.15)
C (-1.36, 2.54, -2.98)
C (-1.89, 3.22, -4.13)
N (-2.33, 3.73, -5.06)
C (-0.90, 3.31, -1.95)
S (-0.21, 2.82, -0.41)
C (-0.98, 4.73, -2.08)
N (-1.03, 5.88, -2.15)
C (-3.28, 6.69, 3.11)
C (-3.27, 5.27, 2.62)
C (-4.39, 4.74, 1.99)
C (-4.40, 3.44, 1.53)
C (-3.26, 2.66, 1.69)
C (-2.14, 3.16, 2.32)
C (-2.15, 4.46, 2.79)
S (-3.31, 0.97, 1.10)
O (-3.19, 0.97, -0.35)
O (-4.53, 0.41, 1.64)
N (-1.97, 0.26, 1.55)
C (-1.62, -0.12, 2.82)
C (-2.39, -0.03, 3.97)
C (-1.91, -0.51, 5.19)
C (-0.68, -1.10, 5.30)
C (0.15, -1.20, 4.16)
C (1.43, -1.79, 4.18)
C (2.18, -1.81, 3.03)
C (1.65, -1.23, 1.86)
N (0.46, -0.69, 1.80)
C (-0.30, -0.68, 2.93)
H (-4.13, 6.87, 3.78)
H (-3.37, 7.39, 2.28)
H (-2.36, 6.93, 3.65)
H (-5.27, 5.36, 1.84)
H (-5.26, 3.01, 1.04)
H (-1.27, 2.54, 2.44)
H (-1.26, 4.87, 3.26)
H (-3.38, 0.40, 3.90)
H (-2.54, -0.43, 6.07)
H (-0.32, -1.49, 6.25)
H (1.81, -2.22, 5.10)
H (3.16, -2.26, 3.01)
H (2.22, -1.22, 0.93)
S (0.11, -2.39, -1.26)
N (4.54, 1.00, -3.07)
C (3.50, 0.23, -2.48)
C (2.36, 0.78, -1.94)
N (1.37, 0.01, -1.46)
C (1.40, -1.34, -2.03)
C (2.80, -1.84, -1.85)
N (3.79, -1.08, -2.17)
H (4.44, 1.98, -2.83)
H (5.44, 0.67, -2.76)
H (2.29, 1.84, -1.74)
H (1.16, -1.26, -3.11)
H (2.98, -2.81, -1.39)

Output
Relative energy (zero: lowest compared OMol25 entry of this formula, charge and spin) (kcal/mol): 61.01
Electronic energy (eV): -105483.4251
Net charge: -2
Spin multiplicity: 7
Largest force on an atom (eV/Å): 1.92
Expectation value of S²: 12.67
HOMO-LUMO gap (spin up / spin down) (eV): 5.432 / 3.001
HOMO (spin up / spin down) (eV): -1.291 / 0.421

***

Entry from OMol25: C24H18N8SSn as an isolated structure in a non-equilibrium geometry (ωB97M-V/def2-TZVPD).

Positions of all 52 atoms, in Å:
Sn (0.60, -1.21, -1.60)
N (-4.06, -0.79, -1.63)
C (-2.78, -1.16, -1.73)
N (-1.70, -0.40, -1.77)
C (-1.90, 0.94, -1.76)
N (-0.87, 1.78, -1.63)
N (0.28, 1.08, -1.65)
C (1.45, 1.74, -1.60)
C (2.67, 1.14, -1.23)
C (3.84, 1.91, -0.74)
C (4.75, 1.18, -0.01)
C (4.64, -0.20, 0.23)
C (3.61, -0.90, -0.40)
N (2.75, -0.24, -1.19)
C (-3.25, 1.53, -1.76)
C (-3.49, 2.91, -1.73)
C (-4.79, 3.40, -1.58)
C (-5.85, 2.50, -1.51)
C (-5.63, 1.14, -1.53)
C (-4.35, 0.65, -1.61)
H (-4.89, -1.38, -1.91)
H (-2.58, -2.25, -1.82)
H (1.33, 2.85, -1.81)
H (3.93, 2.95, -0.93)
H (5.59, 1.72, 0.40)
H (5.45, -0.68, 0.77)
H (3.45, -2.03, -0.36)
H (-2.65, 3.59, -1.84)
H (-4.93, 4.46, -1.65)
H (-6.90, 2.88, -1.49)
H (-6.44, 0.41, -1.70)
N (1.43, -2.02, 2.70)
C (1.65, -0.62, 2.79)
C (2.28, 0.14, 3.75)
C (2.16, 1.52, 3.62)
C (1.43, 2.13, 2.60)
C (0.82, 1.35, 1.66)
C (1.01, -0.07, 1.65)
N (0.53, -1.08, 0.82)
C (0.71, -2.28, 1.55)
C (0.38, -3.57, 0.95)
C (1.12, -4.75, 1.23)
S (0.58, -5.99, 0.14)
C (-0.49, -4.81, -0.62)
N (-0.48, -3.60, -0.15)
H (1.49, -2.66, 3.45)
H (2.92, -0.27, 4.54)
H (2.72, 2.13, 4.35)
H (1.31, 3.17, 2.49)
H (0.14, 1.77, 0.90)
H (1.90, -4.93, 1.97)
H (-0.87, -5.08, -1.60)

Output
Electronic energy (eV): -53753.9365
Net charge: +2
Largest force on an atom (eV/Å): 4.59
HOMO-LUMO gap (eV): 6.726
HOMO (eV): -13.735